Formula: C46H69FeGeNOP2Si
Source: the Open Molecules 2025 dataset
Level of theory: the ωB97M-V functional and the def2-TZVPD basis

Output
**HOMO level (spin up / spin down)**: -3.0661 / -3.6438 eV
**Calculated total energy**: -6237.11716 a.u.

```
! wB97M-V def2-TZVPD RIJCOSX def2/J DEFGRID3
* xyz -1 2
C -2.3608 -0.3955 1.5686
Fe 0.3110 -0.3335 -0.0804
H -4.3118 -5.2808 -1.6747
H 2.8796 -0.3267 -3.8710
H 5.4837 3.1328 -3.5938
H -3.4816 -4.5399 -3.0457
H 1.3270 0.4213 4.6048
C 0.0287 -5.1468 -2.3039
H -3.1070 -1.2479 3.4525
H -2.1908 0.6506 -0.3330
H -2.7384 -3.2942 1.0379
C 0.8634 -3.7986 -0.5339
C 2.8465 4.1497 -1.6665
O -1.1145 -1.3452 -0.9432
H -0.8391 -3.8858 -4.5458
C -2.9095 -0.6810 -5.0272
P -0.3706 0.1906 2.0852
C 4.8020 3.9166 -3.2592
H -4.1174 -1.7519 -0.5939
H 4.5447 -0.2387 3.1905
H -2.2177 5.3222 0.7216
H -4.3415 -0.8486 2.2664
H -4.0042 4.4625 3.1099
H 2.7045 -2.7575 -3.5317
H -3.1341 1.5133 0.8983
H 3.3765 -2.3026 -1.6891
C 2.4074 1.4211 -1.6254
H -2.7190 4.4404 4.3132
C 1.9590 -0.6999 -3.4065
C -0.7555 1.9357 1.8139
C -0.3976 2.4516 0.5503
H -2.0761 -4.8099 0.4133
H 5.3085 0.0534 -1.4789
H 1.6477 -2.2656 -4.8527
C -1.7875 4.3816 1.0504
H -0.7305 -1.9849 5.1017
H -0.8350 4.0399 -0.8279
C 3.8426 0.4550 3.6591
H 3.2909 -0.0968 4.4180
Ge 2.7266 1.2805 2.2225
H 1.2059 4.3273 -0.3595
H -1.1092 -2.2619 3.3948
H 1.6629 3.5960 2.0298
C -2.9462 4.6850 3.2744
H 2.8456 -6.5053 -1.0037
C 3.4362 1.9813 -2.3805
H 1.6904 -1.0048 2.0855
H -3.4743 0.2339 -5.1618
C -4.2851 -2.6651 -1.1665
C 1.9098 -4.6896 -0.3378
C 3.6647 -1.3569 -1.2158
Si -1.4847 -2.6943 -1.7097
H 3.0297 5.2199 -1.6270
C 3.9019 -1.6967 0.2507
C -2.0643 3.9140 2.3303
C 1.7892 3.6408 -0.9503
C -0.0990 -3.9926 -1.5266
C -1.5523 2.6696 2.6776
C 1.4785 2.2498 -0.9329
H 5.3880 4.6421 -2.6899
H 1.3285 2.9764 3.6453
H 0.9759 1.1790 -3.9122
H -1.6611 0.0870 4.1157
H -2.8586 -0.4940 -2.8999
C -0.9869 3.6674 0.1756
H -3.5715 0.4413 3.1713
H 2.9503 3.5736 3.2418
H 4.2726 -0.8464 0.8206
C -1.8327 -2.2704 -3.5307
C 4.1575 1.8435 0.9744
H -1.4397 -3.1584 -6.7937
C -2.5700 -1.1025 -3.7509
C 3.6868 3.3396 -2.4337
H 4.4300 4.4298 -4.1510
C 2.0816 3.0297 2.8625
H 0.5583 -0.1749 -4.9796
H 3.9274 2.8168 0.5378
H -3.8191 -4.6335 0.6496
N 0.4357 1.6804 -0.2575
H -1.8079 2.2577 3.6484
C 1.8180 -2.1710 -3.7763
H -2.0966 -1.3651 1.1562
C -1.7700 -2.5780 -5.9399
H 5.0784 1.9294 1.5564
H 4.8679 -0.7993 -2.9607
H -4.5240 -2.3837 -2.1938
H 0.1190 0.2133 5.8707
H 4.0929 1.3226 -2.9404
H 0.5605 -1.9955 3.8994
H -2.5938 -5.5760 -1.9154
H 4.3314 1.1562 0.1534
C 1.3628 -0.0209 1.7331
H 1.1456 -6.9182 -2.7579
H -2.8150 5.7610 3.1487
H 2.9869 -2.0383 0.7280
H 4.4290 1.2314 4.1561
C -2.5103 -1.4217 -6.1302
C -0.6299 -0.1857 3.8916
C -3.0770 -3.6005 -1.1051
H 4.6501 -2.4930 0.3134
C 0.7753 0.1097 -3.9464
C -3.3712 -4.8150 -1.9943
P 2.1133 -0.3657 -1.5702
H -2.7646 -1.0934 -7.1308
C 4.9653 -0.9012 -1.8788
H -0.1248 -0.0803 -3.3528
C -0.4743 -1.6954 4.0791
H 0.9683 -2.6279 -3.2718
H -3.8198 0.1240 0.0751
C -2.8884 0.5305 0.4923
C 0.2778 0.5718 4.8489
H 0.0798 1.6438 4.8359
C 1.0744 -6.0401 -2.1266
H 0.7982 -2.9250 0.1108
C 2.0255 -5.8114 -1.1440
H 2.6383 -4.5014 0.4408
C -1.4392 -2.9901 -4.6562
C -3.3799 -0.5211 2.6859
H -0.7010 -5.3656 -3.0744
H -5.1666 -3.1685 -0.7495
C -2.9099 -4.1084 0.3312
H 5.7529 -1.6368 -1.6899
*
```

Atomic partial charges in e from the Mulliken method, atoms 1 to 4: 2.26, 0.00, 0.55, 0.70